(1)
9
Properties=species:S:1:pos:R:3:forces:R:3 method="wB97M-V/def2-TZVPD" total_charge=0 e_tot_ev=-22274.9101 e_above_lowest_kcal_mol=69.0 smiles="C=P.C=S" lumo_ev=-0.7160 homo_ev=-8.8
C -0.67996 2.28533 -0.92093 -2.23 2.12 5.98
P -2.01688 1.60849 -0.21428 0.31 2.09 2.40
H 0.12301 2.88811 -0.53439 -0.22 0.27 1.38
H -0.31335 1.98046 -1.72581 2.00 -2.36 -7.82
H -2.57625 1.21236 -1.34862 -0.71 -1.33 -2.13
C 0.86371 0.00745 0.11050 0.69 -0.37 3.65
S 0.44844 -0.34704 1.66853 -0.04 0.13 -1.73
H 0.15933 0.47533 -0.52653 -0.06 -0.37 -0.81
H 1.93119 0.02185 -0.01843 0.26 -0.19 -0.94

=====

(2)
11
Properties=species:S:1:pos:R:3:forces:R:3 method="wB97M-V/def2-TZVPD" total_charge=+2 e_tot_ev=-9925.9512 e_above_lowest_kcal_mol=74.6 lumo_ev="-10.6052 / -16.2389" spin_multiplicity=4 homo_ev="-18.4 / -22.7"
C -2.53385 0.45446 -0.03294 -0.64 1.26 -0.86
C -1.24551 0.02503 -0.69121 -0.27 -1.33 2.64
O -0.18016 0.43175 0.19023 -2.56 1.31 -2.98
H -3.33407 0.39997 -0.78211 0.22 0.16 -0.01
H -2.79704 -0.20892 0.80120 0.48 -0.21 0.24
H -2.46696 1.48845 0.32922 -0.39 -0.04 0.18
H -1.08441 0.52617 -1.65507 0.06 0.68 -0.80
H -1.19239 -1.06457 -0.82445 0.44 0.03 -0.51
H 0.27725 -0.62529 1.24683 2.53 -1.94 -0.49
Au 2.21958 0.16947 -0.44789 7.85 3.43 -3.32
O 0.75870 -0.62934 0.28514 -7.71 -3.34 5.91

=====

(3)
14
Properties=species:S:1:pos:R:3:forces:R:3 method="wB97M-V/def2-TZVPD" total_charge=+1 e_tot_ev=-11962.1623 smiles=C[N@@H+](OC#N)B(O)O lumo_ev=-4.5860 homo_ev=-16.7
C -1.40218 0.27682 -0.48571 -0.92 0.25 -0.23
N 0.05887 -0.06935 -0.30870 -1.42 -0.35 0.59
O 0.79429 1.14688 -0.25732 0.82 -0.55 -1.94
C 1.40580 1.29268 -1.45099 -2.26 -0.17 4.56
N 2.04247 1.73988 -2.25567 2.30 1.15 -3.53
B 0.15780 -0.70804 1.10864 0.17 -0.42 2.67
O 0.29922 0.16484 2.15736 0.47 -0.54 -1.52
O 0.05830 -2.03307 1.33327 0.33 0.70 -1.61
H -1.63946 0.55228 -1.52486 0.40 -0.22 0.33
H -1.63880 1.13933 0.16179 0.38 -0.50 -0.14
H -2.02154 -0.58566 -0.17887 0.42 0.27 -0.18
H 0.39912 -0.68304 -1.05972 0.04 0.31 -0.07
H 1.25825 0.33283 2.22330 -0.35 0.45 0.62
H 0.22786 -2.56638 0.53749 -0.37 -0.37 0.45

=====

(4)
14
Properties=species:S:1:pos:R:3:forces:R:3 method="wB97M-V/def2-TZVPD" total_charge=0 e_tot_ev=-42088.1858 e_above_lowest_kcal_mol=36.3 lumo_ev=-0.3318 homo_ev=-9.4
C -0.95952 -0.92743 -1.06952 0.21 -0.74 1.25
C -2.90990 1.54978 0.44064 -0.51 -2.51 -0.16
N -1.48705 -0.23994 -0.12604 0.86 -1.20 0.28
O 2.22305 0.35805 -1.06872 -3.21 2.48 -1.84
O -2.21534 0.80854 -0.57992 -0.20 1.04 -0.90
P 3.24006 -0.46473 -0.55953 2.77 -2.56 1.85
Cl 3.85030 0.38576 1.26224 0.00 -0.09 0.39
Cl 5.57674 0.76860 -1.45873 1.26 1.27 1.51
H 6.00864 1.38945 -0.30668 -0.81 -1.08 -1.92
H -1.12702 -0.69556 -2.09576 -0.09 0.35 -0.76
H -0.33935 -1.85465 -0.85081 -0.96 1.52 0.14
H -3.51098 0.78032 0.99325 0.36 1.05 -0.10
H -3.54070 2.22388 -0.09870 -0.47 0.27 -0.33
H -2.27664 2.11541 1.08037 0.81 0.21 0.59

=====

(5)
12
Properties=species:S:1:pos:R:3:forces:R:3 method="wB97M-V/def2-TZVPD" total_charge=0 e_tot_ev=-32718.9918 e_above_lowest_kcal_mol=77.4 smiles="C=[Si](Cl)I.CO" lumo_ev=-0.1946 homo_ev=-8.2
C -1.58613 0.74353 1.78247 -0.96 -3.88 1.65
Si -2.57948 -0.33527 0.84480 1.25 0.88 1.57
Cl -3.10536 0.41205 -0.92448 -0.50 -0.03 -0.96
I -3.38310 -2.61622 1.29263 0.37 0.87 -0.15
H -1.22117 0.41295 2.79679 -0.47 0.33 -1.24
H -1.37136 1.72154 1.53660 0.34 1.83 -0.85
C 2.51049 -0.07060 -1.03874 0.53 -0.33 0.06
O 1.10850 0.12351 -1.02167 0.11 -0.03 -0.24
H 3.04856 0.39027 -0.20705 -0.44 -0.75 0.47
H 2.88051 0.49829 -1.86197 0.67 0.28 -0.97
H 2.67001 -1.15054 -1.25394 0.69 0.63 0.72
H 1.02854 -0.12951 -1.94544 -1.58 0.19 -0.05

=====

(6)
11
Properties=species:S:1:pos:R:3:forces:R:3 method="wB97M-V/def2-TZVPD" total_charge=0 e_tot_ev=-30671.3504 e_above_lowest_kcal_mol=77.7 lumo_ev="-2.2955 / -2.2950" homo_ev="-7.1 / -7.1"
C -0.22788 -0.16595 -1.65693 -1.76 -1.63 0.70
C -0.39963 -0.20519 1.68505 -0.79 3.91 -1.13
Si -0.58148 0.67006 0.00720 1.05 -1.33 -0.11
Cl -0.88920 2.64409 -0.13550 -0.08 -0.21 0.12
I 3.30121 -1.08271 0.00943 -0.83 0.44 0.03
H -1.09702 -0.41577 -2.35553 0.93 0.77 1.06
H 0.47223 0.47736 -2.10661 0.81 0.98 -0.88
H 0.31864 -1.12038 -1.49688 -0.27 0.56 0.33
H -1.19236 -0.69862 2.11417 -1.73 -2.23 0.07
H 0.52137 -0.58759 1.44021 2.24 -2.27 -0.13
H -0.22589 0.48471 2.49540 0.43 1.01 -0.05

=====

(7)
10
Properties=species:S:1:pos:R:3:forces:R:3 method="wB97M-V/def2-TZVPD" total_charge=0 e_tot_ev=-16181.0284 e_above_lowest_kcal_mol=69.2 lumo_ev=0.8947 homo_ev=-9.6
C -0.42234 1.91634 0.46986 -1.28 -2.44 -0.37
C -0.68259 0.66283 -0.02590 0.51 3.75 0.84
N 1.13198 -1.62952 -0.16017 3.85 -3.91 -3.27
Cl -1.68362 -0.55009 0.61124 -0.77 -0.14 0.91
H 0.10368 2.66536 -0.07021 0.72 -0.06 -0.81
H 1.54492 -2.21154 -1.34672 -2.06 2.32 4.85
H -0.81030 2.34109 1.38301 -0.30 -0.59 0.32
H -0.30720 0.34583 -0.96455 0.39 0.26 -0.79
H 0.80319 -2.41054 0.42702 0.45 0.11 -0.59
H 0.32230 -1.12976 -0.32357 -1.51 0.69 -1.10

=====

(8)
10
Properties=species:S:1:pos:R:3:forces:R:3 method="wB97M-V/def2-TZVPD" total_charge=0 e_tot_ev=-16181.6020 e_above_lowest_kcal_mol=56.0 lumo_ev=0.8945 homo_ev=-8.8
C 0.79111 -1.08581 0.88038 1.59 -4.16 0.85
C -1.02339 1.27845 -0.03823 -0.84 1.73 3.75
N -0.91524 0.65794 -1.11322 1.39 -1.59 -3.71
Cl -0.72973 2.97719 -0.22822 -0.07 0.40 -0.29
H 0.54272 -0.18175 0.54726 -0.39 3.61 -0.83
H 0.71203 -1.16884 1.95719 -0.14 0.12 0.12
H 0.09203 -1.77916 0.42026 -0.14 -0.36 0.11
H 1.80801 -1.41583 0.58627 -0.52 0.40 0.08
H -0.51848 1.05184 -1.96984 -0.31 0.20 -0.05
H -0.75905 -0.33403 -1.04186 -0.58 -0.35 -0.03

=====

(9)
11
Properties=species:S:1:pos:R:3:forces:R:3 method="wB97M-V/def2-TZVPD" total_charge=+1 e_tot_ev=-17665.5476 e_above_lowest_kcal_mol=47.5 smiles="C=[NH+][C@H](N)Cl" lumo_ev=-5.5079 homo_ev=-14.7
C 0.88877 -1.45685 -0.09439 3.24 -3.50 -3.58
N 0.17333 -0.59186 0.37418 -2.68 2.02 2.29
C -0.74952 0.29067 -0.32655 -2.13 -0.84 -2.36
N -0.61905 1.54079 0.07894 1.38 0.92 2.78
Cl -2.52713 -0.40112 0.14969 1.53 -0.01 -0.38
H 0.99901 -1.54119 -1.20771 -0.36 0.17 1.03
H 1.49712 -2.20094 0.44780 -0.54 0.76 0.33
H 0.04353 -0.53101 1.37806 0.14 -0.11 0.43
H -0.65794 0.20183 -1.39948 -0.13 -0.58 -0.19
H -0.89272 2.42260 -0.33150 -0.25 -0.57 -0.25
H -0.60209 1.45226 1.09400 -0.20 1.75 -0.09

=====

(10)
11
Properties=species:S:1:pos:R:3:forces:R:3 method="wB97M-V/def2-TZVPD" total_charge=+1 e_tot_ev=-17665.6007 e_above_lowest_kcal_mol=46.3 lumo_ev=-4.1519 homo_ev=-15.7
C 0.68660 1.37372 0.07657 -0.35 -0.16 -0.60
C 0.62550 -1.00828 -0.04423 -0.70 0.54 -3.72
N 1.40478 2.29817 -0.08887 -1.19 -1.51 0.00
N -0.06186 0.31375 0.00165 3.94 1.85 0.81
Cl -3.19259 -0.59725 -0.15257 0.50 -0.72 0.07
H 1.23261 -0.90453 -1.04196 -0.99 -0.99 2.01
H -0.25146 -1.65355 -0.14870 0.73 -0.45 -0.25
H 1.21327 -1.29735 0.78568 0.52 0.23 0.98
H 1.97098 2.85366 0.51783 0.39 0.50 0.35
H -2.61696 -1.77394 -0.11305 -0.57 0.67 -0.04
H -1.01087 0.39559 0.20764 -2.26 0.05 0.37

=====

(11)
11
Properties=species:S:1:pos:R:3:forces:R:3 method="wB97M-V/def2-TZVPD" total_charge=0 e_tot_ev=-18227.3920 e_above_lowest_kcal_mol=96.1 lumo_ev="0.6201 / 0.1528" homo_ev="-7.5 / -8.4"
C -1.71731 -0.16157 0.35995 0.59 0.15 -1.32
C 1.13581 -0.12785 0.43805 0.85 -0.08 -0.03
N 1.55568 -0.37733 -0.86025 1.05 -2.29 0.95
O 1.34651 1.09754 0.99341 0.68 1.20 -0.09
Cl 1.54684 -1.48011 1.50897 -0.13 0.23 -0.14
H -1.53508 -1.16387 0.66385 0.07 -0.59 0.21
H -2.21644 0.48832 1.06061 0.09 0.25 -0.21
H -1.64982 0.02579 -0.73914 -0.23 0.09 1.29
H 2.30572 -1.03321 -1.17410 -1.10 0.66 1.14
H 1.43536 0.34319 -1.47400 -0.50 2.24 -1.77
H 2.16487 1.66383 0.76678 -1.39 -1.86 -0.02

=====

(12)
11
Properties=species:S:1:pos:R:3:forces:R:3 method="wB97M-V/def2-TZVPD" total_charge=0 e_tot_ev=-18229.2256 e_above_lowest_kcal_mol=53.9 smiles=CN(Cl)CO lumo_ev=0.8265 homo_ev=-9.2
C 0.12755 1.34104 -0.08255 1.02 0.79 -1.74
N 0.66604 0.01444 -0.46227 -0.62 -1.06 1.08
Cl 2.28616 -0.18187 0.14282 -0.05 0.00 -0.14
C -0.17235 -1.11973 0.23539 3.31 1.47 2.82
O -1.48153 -1.00844 -0.06994 -0.76 -0.31 -0.57
H 0.19615 1.94999 -1.00570 -0.27 -0.18 0.42
H -0.88213 1.16238 0.14006 -1.49 0.10 0.29
H 0.56419 2.00252 0.68140 0.39 -1.07 0.24
H 0.38265 -2.12089 0.02015 -1.16 1.72 0.27
H -0.09337 -0.79774 1.39352 -0.12 -1.36 -2.30
H -1.59337 -1.24170 -0.99287 -0.24 -0.09 -0.37